The following is a quantum chemistry calculation of one molecule with the formula C10H19NO4S, from the Open Molecules 2025 dataset.

The energy relative to the best compared isomer or geometry (same formula, charge and spin) comes out at 0.0000 eV. As for the total energy: -31194.237 eV. Its charge is 0. The LUMO energy is 0.6 eV. The value obtained for the highest occupied orbital energy is -10.1 eV. Its largest force on an atom is 0.826 eV/Å.

Each line ends with the natural charge from an NBO analysis.
Element x y z (Å)
C: -1.38 0.61 5.14  -0.61
C: -2.30 1.09 4.03  -0.39
C: -2.13 0.32 2.72  -0.41
C: -0.77 0.55 2.08  -0.07
H: -0.58 1.62 1.94  0.18
H: 0.05 0.13 2.68  0.19
O: -0.77 -0.08 0.80  -0.52
C: 0.42 -0.16 0.18  0.91
O: 1.47 0.21 0.66  -0.66
N: 0.28 -0.78 -1.02  -0.65
H: -0.67 -0.85 -1.34  0.41
C: 1.35 -0.83 -2.01  0.13
C: 1.84 0.58 -2.32  -0.68
H: 2.71 0.59 -2.97  0.25
H: 2.02 1.16 -1.42  0.28
S: 0.44 1.27 -3.25  2.16
O: -0.54 1.81 -2.35  -0.95
O: 0.89 2.11 -4.32  -0.94
C: -0.18 -0.32 -3.91  -0.66
C: 0.76 -1.36 -3.33  -0.42
H: 1.58 -1.55 -4.02  0.23
H: 0.25 -2.31 -3.15  0.23
H: -1.21 -0.43 -3.58  0.24
H: -0.15 -0.27 -5.00  0.26
C: 2.47 -1.73 -1.50  -0.61
H: 2.09 -2.74 -1.33  0.22
H: 3.28 -1.78 -2.21  0.21
H: 2.84 -1.34 -0.56  0.25
H: -2.89 0.63 2.01  0.21
H: -2.26 -0.75 2.90  0.20
H: -3.34 0.98 4.35  0.20
H: -2.12 2.15 3.84  0.20
H: -1.60 1.13 6.07  0.21
H: -1.51 -0.46 5.30  0.20
H: -0.33 0.79 4.89  0.20